C9H11N2S | ωB97M-V/def2-TZVPD

XYZ file:
```
23
Properties=species:S:1:pos:R:3:forces:R:3
C 2.9084 -1.1369 0.2147 -1.271 0.715 0.536
C -0.4470 0.2814 -0.0718 -2.391 0.737 0.053
C -0.4438 1.6666 -0.0753 2.519 -1.104 0.938
C 1.5678 -1.3470 0.1731 1.459 -1.894 -0.926
C 1.6840 0.9653 0.1042 -1.640 -1.924 0.621
C -2.7322 -0.6200 0.5193 1.611 -0.458 -1.610
C -1.6281 -0.5986 -0.2483 -0.367 0.453 -0.147
C -1.4401 2.6940 -0.4028 1.681 1.399 -2.211
C 0.9745 -2.6706 0.0100 2.834 -1.996 0.468
N 0.9241 2.0893 0.0592 -1.142 -3.060 -0.300
N 0.8269 -0.2589 0.0400 1.835 7.779 0.112
S 3.2836 0.5355 0.3911 0.471 0.283 -0.529
H 3.6084 -1.9236 0.0761 0.697 -0.160 0.335
H -3.4449 -1.3907 0.3358 -0.719 -0.099 -0.246
H -2.9264 0.0938 1.2664 0.059 0.503 1.206
H -1.5779 -1.1323 -1.2000 -0.095 -0.662 0.566
H -1.0463 3.0533 -1.4731 -1.502 -0.523 2.063
H -2.3332 2.1567 -0.4397 -1.841 -0.359 -0.608
H -1.5898 3.6085 0.2160 0.570 -0.934 -0.051
H 1.8031 -3.4218 0.3813 -1.869 1.208 -0.804
H 0.1488 -2.7444 0.6642 -1.227 -0.510 0.283
H 0.8048 -2.8590 -1.0472 -0.540 -0.240 0.098
H 1.0755 2.9593 0.5069 0.868 0.847 0.153
```
Positions in Å, forces in eV/Å.

The charge is +1. The value obtained for the HOMO-LUMO gap is 0.33868 hartree.



C9H11N3 | ωB97M-V/def2-TZVPD

XYZ file:
```
23
Properties=species:S:1:pos:R:3:forces:R:3
C -2.6427 -0.1124 -2.3133 -0.148 -2.467 0.663
C -2.2911 0.4714 -0.9532 1.070 1.526 0.890
C -0.8483 1.1192 -0.9636 -2.247 1.822 0.986
C 1.6484 -1.0710 0.2663 0.891 0.727 -1.398
C 2.6547 -1.4549 1.2217 -0.929 -1.309 -2.517
C 2.5560 -0.7647 2.3831 -0.525 0.420 0.807
C 1.7435 0.3936 2.5819 0.986 0.355 -0.514
C 0.9587 0.9528 1.5607 0.742 -1.709 2.072
C 0.8664 0.1258 0.4479 1.865 -2.373 -0.055
H -1.8155 -0.4007 -2.9499 0.736 0.021 0.438
H -3.1060 0.6335 -2.8709 -1.422 1.120 -0.993
H -3.2347 -1.0840 -2.2888 0.226 1.495 0.191
H -2.1307 -0.2114 -0.1120 -0.857 -0.408 -0.323
H -3.0112 1.2828 -0.5883 0.708 -1.265 -0.743
H -0.6390 1.5327 -1.9750 0.059 0.126 0.875
H -0.8824 1.9755 -0.0742 0.698 -2.265 -2.568
H 3.3799 -2.3369 1.0429 -1.545 1.543 0.442
H 2.9715 -1.2688 3.2222 0.876 0.385 0.829
H 1.9263 0.9368 3.5270 -0.641 -0.415 -0.515
H 0.3001 1.7197 1.8974 -0.307 0.818 -0.629
N 0.1118 0.0945 -0.6563 -2.097 4.450 2.191
N 0.2411 -0.9383 -1.3642 -0.318 -0.732 -4.023
N 1.2431 -1.5952 -1.0415 2.180 -1.866 3.896
```
Positions in Å, forces in eV/Å.

Its SMILES is CCCn1nnc2ccccc21. The value obtained for the HOMO-LUMO gap is 0.34912 hartree.



Lowest unoccupied orbital energy: -0.1259 0.0235 (Eh)